(1)
C48H47F4N7O3Ta | ωB97M-V with the def2-TZVPD basis set

The geometry in XYZ format:
```
110
Properties=species:S:1:pos:R:3:forces:R:3:mulliken_charge:R:1
Ta -0.14387 -0.00096 -0.09284 0.93 -0.89 0.15 1.014
C 1.14687 -4.34422 0.41712 -0.11 0.05 -0.07 -1.555
C 1.96784 -3.08500 0.63301 -0.16 0.06 -0.06 0.942
N 1.26741 -1.92896 1.26478 -0.18 0.11 0.19 1.987
C 0.37748 -2.38323 2.36109 0.17 -0.07 0.24 -0.598
C 1.06340 -3.10278 3.51842 0.00 0.00 -0.03 -1.856
C 2.32650 -1.05710 1.77246 0.02 0.02 0.09 -0.497
C 1.79096 0.17789 2.43714 -0.20 -0.10 0.08 -2.348
N 0.78942 0.85850 1.60255 -0.13 0.14 -0.45 1.287
C 0.34380 2.07597 2.13685 0.18 -0.17 -0.02 1.789
C -0.88443 2.59848 1.74518 -0.10 0.05 -0.07 -1.335
F -1.57189 1.90188 0.80110 -0.21 -0.05 0.09 -0.025
C -1.44679 3.75581 2.23044 -0.01 0.00 -0.05 0.009
F -2.64150 4.12666 1.76325 0.02 0.01 0.02 -0.289
C -0.78683 4.50943 3.17599 0.01 -0.03 0.01 -0.564
C 0.44548 4.04041 3.57699 0.06 0.01 0.02 0.043
F 1.15737 4.73282 4.46942 -0.03 0.00 -0.01 -0.308
C 1.01074 2.87716 3.07715 0.04 0.07 0.00 -0.070
F 2.24913 2.58889 3.51672 -0.02 0.11 0.07 -0.422
H 1.69996 -5.01588 -0.24016 0.03 -0.01 0.00 0.439
H 0.18553 -4.14216 -0.05088 0.08 0.00 -0.03 0.163
H 0.96669 -4.87608 1.35022 -0.01 -0.02 -0.01 0.358
H 2.37715 -2.72531 -0.30813 -0.09 -0.02 0.03 -1.902
H 2.82742 -3.34540 1.26427 0.01 0.05 -0.02 0.861
H -0.37784 -3.02560 1.91555 -0.07 -0.01 -0.02 0.722
H -0.15331 -1.51217 2.73200 0.10 -0.09 0.06 0.026
H 1.67902 -3.93819 3.18803 0.02 -0.03 0.02 0.280
H 0.29772 -3.50583 4.18195 -0.01 0.01 0.00 0.486
H 1.68936 -2.43840 4.11393 0.01 0.03 0.00 0.337
H 2.93681 -0.79086 0.91122 0.06 0.03 0.06 -0.556
H 2.98365 -1.57493 2.48063 -0.07 -0.08 0.03 0.770
H 2.64425 0.80778 2.66219 -0.08 -0.02 0.02 1.060
H 1.33576 -0.05009 3.40725 0.02 -0.12 0.01 0.787
H -1.20525 5.42079 3.57501 0.01 0.01 0.00 0.562
O -5.32199 -2.22216 0.23206 0.08 -0.02 0.06 -0.645
C -4.77484 -2.37794 1.44946 -0.06 0.01 -0.06 0.336
C -5.46900 -3.17643 2.35984 0.00 0.01 -0.03 -0.745
C -4.98470 -3.36348 3.63452 0.02 0.00 0.04 -0.381
C -3.79370 -2.75977 4.04547 -0.04 -0.01 -0.05 -1.109
C -3.09239 -1.99157 3.14657 -0.01 0.01 -0.04 -0.153
C -3.55364 -1.79597 1.83647 0.03 0.05 0.06 -0.093
C -2.75646 -1.01952 0.89301 0.16 -0.03 0.19 0.525
O -1.48100 -0.77268 1.16671 -0.33 -0.20 0.03 -0.213
N -3.25140 -0.62477 -0.23093 0.08 0.05 -0.12 -1.229
N -2.26992 0.03310 -0.96092 0.02 -0.01 0.08 0.576
C -2.71577 0.58064 -2.03394 -0.01 0.19 -0.11 -0.674
C -2.01516 1.59411 -2.77473 -0.17 -0.13 -0.03 0.612
C -2.65274 2.24874 -3.83431 -0.04 0.06 -0.06 -0.951
C -2.14736 3.43375 -4.32560 0.00 -0.04 0.02 -0.946
C -1.03194 4.00515 -3.71269 -0.01 -0.02 0.08 -0.774
C -0.37796 3.36265 -2.67533 -0.20 0.19 -0.06 -0.893
C -0.83621 2.12387 -2.25753 0.16 -0.04 0.49 0.597
O -0.16858 1.43873 -1.30945 -0.22 0.92 -0.57 0.544
H -4.77226 -1.59508 -0.27868 -0.04 0.01 0.00 0.479
H -6.39656 -3.62662 2.03420 0.00 0.00 0.00 0.474
H -5.54290 -3.97966 4.32718 0.00 0.00 0.01 0.397
H -3.43261 -2.88966 5.05562 0.01 0.00 0.01 0.452
H -2.17797 -1.50320 3.44487 0.09 0.02 0.02 0.436
H -3.74983 0.37493 -2.29965 0.01 0.00 -0.02 0.501
H -3.56630 1.82921 -4.23752 -0.01 0.01 0.00 0.491
H -2.63844 3.93791 -5.14530 0.00 0.01 0.00 0.429
H -0.67349 4.97102 -4.04399 0.00 0.00 -0.02 0.484
H 0.48167 3.79760 -2.18500 -0.09 0.02 0.01 0.771
C 4.92792 -2.83257 -1.19333 0.03 -0.02 -0.03 -1.489
C 5.19532 -2.39549 -2.60812 0.10 -0.11 0.07 1.655
C 5.91524 -3.22547 -3.46638 0.02 -0.01 -0.02 -0.698
C 6.19771 -2.85339 -4.77016 -0.02 0.01 0.03 -0.667
C 5.76247 -1.62585 -5.25278 -0.02 -0.02 0.04 -0.765
C 5.03292 -0.79396 -4.42214 -0.01 -0.03 -0.02 -0.381
C 4.75021 -1.17520 -3.11291 0.03 0.16 -0.17 -0.655
N 3.99216 -0.27915 -2.29586 0.16 0.30 0.28 0.658
C 2.71711 -0.50915 -1.88598 -0.10 -0.02 -0.02 -0.315
N 2.16881 -1.58236 -2.47791 -0.11 -0.05 -0.01 0.737
C 0.89666 -2.16424 -2.36821 0.00 -0.17 0.07 0.275
C -0.04883 -1.79937 -1.40690 -0.15 0.26 -0.03 0.211
C -1.19580 -2.61460 -1.37146 0.01 -0.04 -0.09 -0.751
C -1.41905 -3.66177 -2.24078 0.02 -0.02 0.04 -1.015
C -0.47097 -3.95399 -3.20759 -0.03 -0.04 -0.04 -1.109
C 0.69811 -3.22604 -3.27859 0.04 0.03 0.01 1.126
C 1.73787 -3.57971 -4.31217 0.00 0.02 0.00 -1.447
N 2.09184 0.25371 -1.01669 -0.22 -0.27 0.02 0.537
C 2.68976 1.55583 -0.84894 -0.03 0.22 -0.42 -1.031
C 3.32076 1.91574 0.33346 0.08 -0.10 0.03 0.132
C 3.81871 3.19387 0.53022 0.01 0.05 -0.04 -0.646
C 3.70779 4.13512 -0.47987 0.01 -0.02 0.04 -1.188
C 3.14582 3.76477 -1.69090 -0.01 -0.04 0.00 -0.440
C 2.64684 2.48324 -1.91246 0.11 -0.11 0.06 0.622
C 2.18316 2.13167 -3.30320 0.10 -0.15 0.04 -1.275
H 5.83546 -3.23580 -0.74515 0.02 -0.01 -0.01 0.669
H 4.17343 -3.62333 -1.16574 0.04 0.02 -0.01 0.265
H 4.57886 -2.01113 -0.56805 0.04 -0.04 -0.03 0.041
H 6.27212 -4.17701 -3.09131 0.01 -0.01 0.00 0.471
H 6.76424 -3.51793 -5.40840 0.01 0.00 0.00 0.423
H 5.98617 -1.32155 -6.26586 0.00 0.00 0.00 0.443
H 4.67114 0.16096 -4.77916 -0.01 0.04 0.00 0.425
H 4.45964 0.51142 -1.87980 0.01 0.03 0.00 0.322
H 2.78457 -2.03545 -3.13614 -0.05 -0.02 0.03 -0.580
H -1.95600 -2.45465 -0.62888 -0.03 -0.01 0.02 1.010
H -2.32292 -4.25082 -2.15763 0.00 0.00 0.00 0.561
H -0.63216 -4.76475 -3.90735 0.00 0.00 0.00 0.424
H 1.35430 -4.34554 -4.98236 0.00 -0.01 0.01 0.465
H 2.65389 -3.97672 -3.86085 0.01 0.01 0.01 0.260
H 2.01807 -2.72105 -4.92943 -0.01 0.00 0.00 0.328
H 3.45378 1.17364 1.10405 0.01 0.13 -0.11 0.174
H 4.29511 3.44576 1.46810 0.00 0.00 0.02 0.545
H 4.08060 5.14032 -0.33776 0.00 0.01 0.00 0.441
H 3.09925 4.48376 -2.50106 0.01 0.01 -0.01 0.465
H 1.77046 3.00258 -3.80730 0.09 -0.07 -0.02 0.490
H 1.43348 1.34174 -3.31402 0.02 0.01 0.00 0.135
H 3.02741 1.78929 -3.90134 0.11 -0.06 -0.02 0.249
```
Forces are in eV/Å.

HOMO-LUMO gap   7.291 eV
Lowest unoccupied orbital energy   -0.1209 Ha
Net charge   +1
E_HOMO   -10.58 eV
2S+1   1
Calculated total energy   -2922.75489 hartree



(2)
C48H47N9O3PRuSSb | ωB97M-V with the def2-TZVPD basis set

The geometry in XYZ format:
```
111
Properties=species:S:1:pos:R:3:forces:R:3:mulliken_charge:R:1
Ru -0.05688 0.14537 0.56900 -0.83 0.57 0.97 1.441
N 4.52692 -0.26273 -0.76089 -0.05 -0.03 -0.03 0.327
C 3.36891 -0.66156 -1.31448 0.09 0.15 0.09 -0.581
N 2.42158 0.19140 -1.00131 0.18 -0.23 -0.52 -0.094
C 3.06565 1.09399 -0.23377 -0.09 0.09 0.13 0.426
N 4.35326 0.86953 -0.06058 -0.08 0.00 0.10 -0.879
C 2.32092 2.26003 0.24883 -0.20 0.00 -0.22 -0.138
C 2.93852 3.46251 0.57587 -0.03 -0.10 -0.10 -0.323
N 2.24801 4.57171 0.80258 0.07 0.03 0.02 -0.610
C 0.93565 4.48892 0.64560 -0.17 -0.03 -0.03 -0.823
C 0.29777 3.28818 0.36281 -0.07 -0.03 0.13 -0.400
N 0.97402 2.15162 0.22124 0.81 -0.21 0.40 0.553
H 5.43335 -0.69786 -0.81094 0.00 0.01 0.04 0.212
H 3.26625 -1.55836 -1.90276 0.01 -0.01 -0.05 0.557
H 4.01827 3.51102 0.63893 0.01 0.00 -0.02 0.498
H 0.35469 5.39498 0.76520 0.00 0.01 0.01 0.459
H -0.77730 3.23871 0.26899 0.07 0.02 0.01 0.519
C 0.10926 -0.96028 3.71332 -0.18 -0.22 -0.14 -0.063
C 0.67694 -0.97748 5.14930 -0.01 -0.04 0.07 -0.996
N 1.11322 0.36219 5.54058 -0.05 -0.03 -0.05 -0.197
C 2.23722 0.73564 4.69017 0.06 0.05 0.03 -0.961
C 1.84039 0.62635 3.19829 0.15 0.02 -0.11 -0.376
N 0.40241 0.32843 3.06077 0.22 0.07 -0.36 2.220
C -0.32810 1.37770 3.79614 -0.03 0.22 -0.13 -0.896
C 0.01420 1.29506 5.30754 -0.05 -0.01 0.05 -1.007
H -0.97821 -1.06668 3.71978 0.01 -0.06 -0.01 0.687
H 0.52100 -1.75475 3.08963 -0.02 0.08 0.10 -0.831
H 1.53659 -1.64681 5.22579 -0.01 0.01 0.00 0.317
H -0.07383 -1.32583 5.86039 0.00 -0.01 -0.02 0.394
H 3.08228 0.08529 4.92258 -0.01 0.00 -0.01 0.283
H 2.53056 1.75655 4.94220 0.01 0.00 -0.01 0.374
H 2.38467 -0.15692 2.66964 0.01 -0.01 0.03 0.003
H 2.02904 1.57282 2.68702 0.03 -0.06 0.02 0.047
H -1.39496 1.25280 3.61536 0.03 -0.03 0.04 0.098
H -0.01471 2.34190 3.37926 -0.05 -0.02 0.00 0.379
H -0.84924 0.94672 5.87742 0.01 0.01 0.00 0.357
H 0.29292 2.27476 5.69894 0.01 0.00 -0.01 0.359
S -1.35276 0.76157 -1.28738 0.24 0.07 -0.43 -0.341
Sb -3.41778 1.69436 -0.73502 -0.11 0.06 0.04 1.891
C -3.58583 3.20405 0.73223 0.07 -0.02 -0.01 0.134
C -4.66541 4.07162 0.59016 -0.06 -0.01 -0.08 -0.588
C -4.88032 5.07007 1.52745 -0.02 0.03 0.03 -0.821
C -4.02346 5.20208 2.60998 0.00 0.02 0.02 -0.700
C -2.95810 4.32728 2.76345 -0.01 0.00 -0.02 -0.690
C -2.74156 3.32612 1.82820 0.07 -0.09 0.03 0.536
C -3.72009 2.71890 -2.55379 -0.06 0.08 0.10 0.842
C -4.01014 2.02040 -3.72054 0.05 -0.18 -0.03 -0.678
C -4.18974 2.69993 -4.91398 0.00 0.04 -0.05 -0.724
C -4.07109 4.08162 -4.95223 0.00 0.00 -0.01 -0.492
C -3.75887 4.78098 -3.79737 0.01 0.02 -0.03 -0.819
C -3.58205 4.10199 -2.60076 0.00 0.06 0.09 -0.312
C -5.15230 0.55842 -0.37812 0.09 -0.07 0.13 0.857
C -5.81056 -0.12322 -1.39375 0.06 -0.02 -0.13 -0.744
C -6.98953 -0.79548 -1.11704 -0.03 -0.05 -0.02 -0.671
C -7.50551 -0.79063 0.17007 -0.02 -0.01 0.02 -0.556
C -6.84319 -0.11736 1.18481 -0.01 -0.01 0.02 -0.738
C -5.66188 0.55447 0.91578 0.03 0.11 0.03 -0.218
H -5.35208 3.97204 -0.24297 0.00 0.00 -0.02 0.540
H -5.72044 5.74158 1.41299 -0.01 0.00 0.00 0.435
H -4.19292 5.98240 3.33976 0.00 0.00 0.01 0.420
H -2.30020 4.41685 3.61807 0.02 0.00 0.01 0.511
H -1.92877 2.62714 1.97514 -0.09 0.05 0.00 -0.225
H -4.07052 0.93909 -3.72360 -0.02 0.00 0.03 0.290
H -4.41848 2.15000 -5.81680 0.00 -0.01 0.00 0.417
H -4.21286 4.61085 -5.88462 0.00 0.01 -0.01 0.399
H -3.65120 5.85697 -3.82570 0.00 0.01 0.01 0.414
H -3.33853 4.66446 -1.70721 0.00 -0.01 0.00 0.407
H -5.42247 -0.13780 -2.40285 0.01 0.00 -0.01 0.143
H -7.50455 -1.32396 -1.90791 0.00 0.00 -0.01 0.423
H -8.42677 -1.31593 0.38268 -0.01 -0.01 0.00 0.391
H -7.23990 -0.12256 2.19096 0.00 0.01 0.01 0.425
H -5.13743 1.06303 1.71573 -0.01 -0.01 -0.02 0.320
O -3.52682 -1.50749 1.47329 -0.01 0.02 0.13 -0.637
N -2.56200 -0.79489 1.38358 0.38 -0.09 0.03 -0.064
O -2.52256 0.39936 1.77693 -0.27 -0.13 -0.29 -0.207
O -1.48372 -1.25981 0.85263 -0.60 -0.34 0.29 0.186
N 0.99079 -1.38941 0.77597 0.46 0.15 -0.25 0.589
P 0.86221 -2.92670 0.38059 -0.12 0.02 0.16 0.731
C 0.24279 -3.26633 -1.28026 -0.02 -0.08 -0.02 0.989
C 0.13521 -2.22338 -2.19352 0.18 0.15 0.01 -0.461
C -0.29749 -2.46866 -3.48788 -0.02 -0.06 -0.05 -1.210
C -0.61743 -3.75953 -3.88026 0.01 0.02 0.02 -0.718
C -0.52100 -4.80611 -2.97093 -0.02 0.03 -0.08 -0.881
C -0.09832 -4.56062 -1.67704 -0.14 -0.02 0.10 -0.671
C 2.56525 -3.56746 0.46642 -0.06 0.08 -0.10 0.432
C 2.93937 -4.72766 -0.20488 -0.03 -0.10 -0.05 -0.910
C 4.24288 -5.19356 -0.12909 0.04 0.00 0.02 -0.624
C 5.18509 -4.50707 0.62382 0.01 -0.03 -0.02 -0.727
C 4.81832 -3.35289 1.29949 0.05 0.00 0.01 -0.714
C 3.51760 -2.88326 1.21521 -0.08 0.09 0.08 0.323
C -0.07786 -4.02220 1.48777 0.18 0.00 0.01 0.482
C -1.43274 -4.27199 1.29173 -0.11 0.14 -0.14 -0.299
C -2.13919 -5.04134 2.19906 -0.05 -0.03 0.05 -0.919
C -1.50115 -5.56982 3.31255 0.00 -0.01 0.02 -0.633
C -0.15071 -5.32916 3.51723 -0.01 0.00 -0.02 -0.852
C 0.55766 -4.56090 2.60587 0.05 0.02 0.02 -0.409
H 0.39812 -1.21462 -1.89684 0.06 -0.11 -0.01 0.382
H -0.38500 -1.64832 -4.18778 0.01 0.02 -0.01 0.538
H -0.94588 -3.95309 -4.89283 -0.02 0.00 0.00 0.422
H -0.78745 -5.81082 -3.26926 0.00 -0.02 0.00 0.444
H -0.07411 -5.37535 -0.96347 0.05 0.00 0.00 0.478
H 2.22244 -5.27917 -0.79841 -0.01 0.03 0.00 0.330
H 4.52186 -6.09529 -0.65688 0.00 -0.01 -0.01 0.468
H 6.20123 -4.87291 0.68522 0.01 -0.01 0.00 0.416
H 5.54526 -2.81593 1.89469 0.02 0.01 0.02 0.476
H 3.23004 -1.97506 1.72701 -0.02 0.04 -0.01 0.106
H -1.94652 -3.84873 0.43714 0.02 0.00 0.03 0.531
H -3.19334 -5.22299 2.03959 -0.01 0.00 -0.01 0.460
H -2.05633 -6.17197 4.01942 -0.01 -0.01 0.01 0.412
H 0.35424 -5.74572 4.37828 0.00 0.00 0.02 0.470
H 1.61398 -4.38524 2.76934 0.02 0.00 -0.01 0.456
```
Forces are in eV/Å.

HOMO-LUMO gap (spin up / spin down)   7.057 / 7.075 eV
Lowest unoccupied orbital energy (spin up / spin down)   -0.1053 / -0.1004 Ha
Net charge   +1
E_HOMO (spin up / spin down)   -9.92 / -9.81 eV
2S+1   2
Calculated total energy   -3650.15068 hartree